Record 1
Density functional theory data (ωB97M-V with the def2-TZVPD basis set) for a molecular structure, C6H7Cl at a distorted geometry.

Properties
Net charge: 0
Largest force on an atom, eV Å⁻¹: 4.5
Multiplicity: 1
Lowest unoccupied orbital energy, eV: 1.0
Gap between HOMO and LUMO, eV: 9.58
Relative energy (zero: lowest compared OMol25 entry of this formula, charge and spin), kcal per mole: 74.5
Total energy, Ha: -692.8654

Last column: natural (NBO) charge in e.
Cartesian coordinates (Å):
C: -0.84 0.48 -0.68  -0.20
C: 0.42 1.31 -0.64  -0.30
C: 1.10 1.60 0.74  -0.39
C: -0.56 -0.64 -0.05  0.06
C: 0.95 0.10 0.19  -0.05
C: -1.24 -1.91 0.23  -0.65
Cl: 2.49 -0.73 -0.12  -0.05
H: -1.73 0.88 -1.11  0.20
H: 0.91 1.76 -1.53  0.23
H: 0.69 1.91 1.66  0.22
H: 2.20 1.82 0.53  0.23
H: -0.95 -2.70 -0.34  0.23
H: -2.23 -1.64 -0.11  0.23
H: -1.22 -2.23 1.26  0.23

=====

Record 2
Density functional theory data (ωB97M-V with the def2-TZVPD basis set) for 2 unconnected molecules or ions with the total composition C6H7ClFN2 at a distorted geometry.

Properties
Net charge: -1
Largest force on an atom, eV Å⁻¹: 3.2
Multiplicity: 1
Lowest unoccupied orbital energy, eV: 3.4
Gap between HOMO and LUMO, eV: 7.78
Relative energy (zero: lowest compared OMol25 entry of this formula, charge and spin), kcal per mole: 16.9
Total energy, Ha: -902.4317

Last column: natural (NBO) charge in e.
Cartesian coordinates (Å):
C: -1.69 0.32 0.03  0.50
H: -2.36 -1.60 -0.33  0.37
C: -1.21 -1.14 -0.22  -0.53
C: -1.58 1.26 -1.14  -0.69
H: -2.08 2.20 -0.89  0.23
H: -0.53 1.40 -1.44  0.30
H: -2.00 0.79 -2.04  0.22
C: -1.59 0.81 1.44  -0.68
H: -2.04 0.09 2.13  0.23
H: -0.55 0.81 1.79  0.30
H: -2.07 1.80 1.51  0.23
C: -0.59 -1.82 0.91  0.32
N: -0.30 -2.46 1.82  -0.31
C: -0.54 -1.39 -1.49  0.32
N: -0.20 -1.69 -2.56  -0.31
Cl: 1.71 1.58 0.25  -0.97
F: -3.25 -0.14 -0.06  -0.51

=====

Record 3
Density functional theory data (ωB97M-V with the def2-TZVPD basis set) for C6H7ClN2 in the gas phase at a distorted geometry.

Properties
Net charge: 0
Largest force on an atom, eV Å⁻¹: 5.6
Expectation value of S²: 2.023
Multiplicity: 3
Lowest unoccupied orbital energy (spin up / spin down), eV: 0.9 / -0.3
Gap between HOMO and LUMO (spin up / spin down), eV: 8.11 / 9.25
Relative energy (zero: lowest compared OMol25 entry of this formula, charge and spin), kcal per mole: 0.0
Total energy, Ha: -802.3799

Last column: natural (NBO) charge in e.
Cartesian coordinates (Å):
C: 1.40 1.45 0.48  -0.03
C: 0.33 0.83 -0.15  -0.27
C: 0.09 -0.35 0.66  0.18
C: -1.11 -1.24 0.42  -0.52
C: -1.11 -1.77 -0.98  -0.28
C: -0.31 1.22 -1.25  -0.16
N: 1.00 -0.53 1.59  -0.25
N: 1.79 0.54 1.47  -0.34
Cl: -0.47 2.93 -1.57  -0.03
H: 2.03 2.33 0.44  0.23
H: -1.09 -2.11 1.14  0.24
H: -2.01 -0.70 0.56  0.22
H: -0.33 -2.47 -1.38  0.19
H: -1.80 -1.24 -1.69  0.16
H: -1.12 0.57 -1.81  0.22
H: 2.70 0.56 2.06  0.42

=====

Record 4
Density functional theory data (ωB97M-V with the def2-TZVPD basis set) for C6H7ClN4OS in the gas phase at a distorted geometry.

Properties
Net charge: 0
Largest force on an atom, eV Å⁻¹: 4.7
Multiplicity: 1
Lowest unoccupied orbital energy (spin up / spin down), eV: -1.5 / -1.5
Gap between HOMO and LUMO (spin up / spin down), eV: 5.63 / 5.63
Relative energy (zero: lowest compared OMol25 entry of this formula, charge and spin), kcal per mole: 49.4
Total energy, Ha: -1385.2573

Last column: natural (NBO) charge in e.
Cartesian coordinates (Å):
C: -3.51 0.59 -0.49  -0.18
C: -2.55 -0.35 -0.17  0.07
C: -0.07 -0.05 0.25  0.25
C: -1.42 -0.25 0.87  -0.53
C: -0.34 -1.23 -1.81  0.15
C: 2.44 0.47 -0.14  -0.76
N: -3.48 -1.00 -1.96  -0.15
N: 0.18 -0.46 -0.94  -0.50
N: -2.61 -1.30 -1.11  -0.32
N: -4.05 0.14 -1.64  0.25
O: -5.07 0.58 -2.17  -0.53
S: 1.21 0.70 1.18  0.36
Cl: -0.51 -0.62 -3.37  0.13
H: -3.75 1.39 0.08  0.21
H: -1.60 0.40 1.73  0.26
H: -1.49 -1.15 1.40  0.28
H: -0.83 -2.24 -1.56  0.30
H: 3.43 0.74 0.30  0.24
H: 2.25 0.91 -1.06  0.24
H: 2.64 -0.66 -0.39  0.24

=====

Record 5
Density functional theory data (ωB97M-V with the def2-TZVPD basis set) for 3 unconnected molecules or ions with the total composition C6H7ClNO3S at a distorted geometry.

Properties
Net charge: +1
Largest force on an atom, eV Å⁻¹: 5.5
Expectation value of S²: 2.020
Multiplicity: 3
Lowest unoccupied orbital energy (spin up / spin down), eV: -5.6 / -8.8
Gap between HOMO and LUMO (spin up / spin down), eV: 3.33 / 3.66
Total energy, Ha: -1371.1045

Last column: Mulliken charge in e.
Cartesian coordinates (Å):
C: 1.10 1.11 -0.78  -0.14
C: 0.21 0.24 -1.24  -0.35
C: 1.30 0.93 0.59  0.01
C: 2.87 2.50 1.02  0.62
C: 0.45 -0.07 0.98  -0.54
C: -0.33 -2.07 -0.38  -0.71
N: -0.34 -0.55 -0.07  0.39
O: 2.55 3.39 1.70  -0.21
O: -2.85 0.23 -0.15  -0.60
O: -3.96 -1.61 0.91  -0.46
S: -4.13 -0.29 0.37  0.34
Cl: 4.18 2.21 0.11  0.06
H: 1.38 1.81 -1.56  0.40
H: -0.42 0.07 -2.12  0.41
H: 0.52 -0.52 1.96  0.47
H: -0.50 -2.14 -1.51  0.30
H: 0.56 -2.44 -0.02  0.39
H: -1.17 -2.57 0.22  0.30
H: -1.43 -0.24 -0.03  0.31

=====

Record 6
Density functional theory data (ωB97M-V with the def2-TZVPD basis set) for 2 unconnected molecules or ions with the total composition C6H7ClNS2 at a distorted geometry.

Properties
Net charge: +1
Largest force on an atom, eV Å⁻¹: 4.6
Multiplicity: 1
Lowest unoccupied orbital energy (spin up / spin down), eV: -6.1 / -6.1
Gap between HOMO and LUMO (spin up / spin down), eV: 6.87 / 6.87
Relative energy (zero: lowest compared OMol25 entry of this formula, charge and spin), kcal per mole: 49.3
Total energy, Ha: -1543.7403

Last column: natural (NBO) charge in e.
Cartesian coordinates (Å):
C: -0.34 -1.63 -0.67  0.05
C: -1.65 -1.48 -0.28  -0.36
C: 0.78 -0.76 -0.56  -0.42
C: -0.61 0.86 0.94  -0.49
C: -2.36 -0.26 -0.18  -0.03
C: 0.46 0.22 0.53  0.01
N: 2.25 1.67 0.03  -1.04
S: 1.49 -1.08 1.05  0.41
S: -1.75 1.41 -0.26  0.44
Cl: -3.99 -0.33 0.03  0.23
H: -0.18 -2.66 -1.07  0.25
H: -2.25 -2.36 -0.37  0.26
H: 1.43 -0.52 -1.28  0.27
H: -0.91 1.04 2.01  0.27
H: 2.44 1.98 -0.86  0.37
H: 3.22 1.36 0.37  0.39
H: 1.98 2.53 0.56  0.38

=====

Record 7
Density functional theory data (ωB97M-V with the def2-TZVPD basis set) for C6H7ClO in the gas phase at a distorted geometry.

Properties
SMILES: C=C[C@@H](C=O)/C=C\Cl
Net charge: 0
Largest force on an atom, eV Å⁻¹: 2.8
Multiplicity: 1
Lowest unoccupied orbital energy, eV: 0.8
Gap between HOMO and LUMO, eV: 10.51
Relative energy (zero: lowest compared OMol25 entry of this formula, charge and spin), kcal per mole: 49.3
Total energy, Ha: -768.1856

Last column: natural (NBO) charge in e.
Cartesian coordinates (Å):
C: 0.88 0.91 1.87  -0.17
C: 0.37 1.16 0.67  -0.21
C: -0.49 0.31 -0.17  -0.41
C: 0.35 -0.72 -1.02  -0.15
C: 0.45 -0.70 -2.36  -0.39
C: -1.51 -0.53 0.67  0.46
H: 1.54 1.52 2.45  0.22
H: 0.68 2.15 0.28  0.23
H: -1.07 0.96 -0.82  0.24
H: 0.94 -1.44 -0.45  0.22
H: -0.19 -0.04 -2.96  0.19
H: 1.07 -1.34 -2.99  0.21
H: -2.18 0.08 1.34  0.12
O: -1.52 -1.73 0.68  -0.50
Cl: 0.68 -0.59 2.82  -0.04

=====

Record 8
Density functional theory data (ωB97M-V with the def2-TZVPD basis set) for 2 unconnected molecules or ions with the total composition C6H7ClO at a distorted geometry.

Properties
Net charge: 0
Largest force on an atom, eV Å⁻¹: 3.1
Multiplicity: 1
Lowest unoccupied orbital energy (spin up / spin down), eV: -0.8 / -0.9
Gap between HOMO and LUMO (spin up / spin down), eV: 8.22 / 7.51
Relative energy (zero: lowest compared OMol25 entry of this formula, charge and spin), kcal per mole: 170.6
Total energy, Ha: -767.9922

Last column: natural (NBO) charge in e.
Cartesian coordinates (Å):
C: -0.52 0.15 0.28  0.02
C: 0.55 0.69 -0.13  -0.07
C: -3.60 0.25 0.36  0.46
C: 0.60 -0.63 0.80  -0.19
C: 1.29 1.85 -0.68  -0.68
C: 1.00 -1.93 0.15  -0.64
O: -4.00 1.31 0.66  -0.47
Cl: -4.45 -0.81 -0.66  0.00
H: 1.04 -0.53 1.87  0.19
H: 1.17 1.99 -1.75  0.24
H: 2.31 1.40 -0.53  0.23
H: 1.41 2.90 -0.19  0.25
H: 0.48 -1.90 -0.90  0.21
H: 0.57 -2.66 0.80  0.22
H: 2.15 -2.06 -0.06  0.22

=====

Record 9
Density functional theory data (ωB97M-V with the def2-TZVPD basis set) for a molecular structure, C6H7F at a distorted geometry.

Properties
Net charge: 0
Largest force on an atom, eV Å⁻¹: 6.8
Multiplicity: 1
Lowest unoccupied orbital energy, eV: 1.0
Gap between HOMO and LUMO, eV: 10.36
Relative energy (zero: lowest compared OMol25 entry of this formula, charge and spin), kcal per mole: 85.7
Total energy, Ha: -332.5129

Last column: natural (NBO) charge in e.
Cartesian coordinates (Å):
C: 0.68 -0.08 0.55  -0.06
C: 1.46 -0.67 1.43  -0.37
C: -1.56 0.38 -0.27  -0.42
C: -0.44 -0.52 -0.42  -0.28
C: 0.92 1.30 0.00  0.22
C: -0.51 0.77 -1.30  -0.22
F: 0.37 2.25 0.86  -0.37
H: 2.43 -0.33 1.91  0.21
H: 1.27 -1.58 1.86  0.19
H: -2.52 0.00 -0.67  0.23
H: -1.62 0.86 0.64  0.22
H: -0.70 -1.62 -0.57  0.23
H: 1.83 1.78 -0.47  0.20
H: -0.36 0.82 -2.32  0.22

=====

Record 10
Density functional theory data (ωB97M-V with the def2-TZVPD basis set) for C6H7F3N2 in the gas phase at a distorted geometry.

Properties
SMILES: N/C=C/C=N\C=C\C(F)(F)F
Net charge: 0
Largest force on an atom, eV Å⁻¹: 3.7
Multiplicity: 1
Lowest unoccupied orbital energy (spin up / spin down), eV: 0.1 / 0.1
Gap between HOMO and LUMO (spin up / spin down), eV: 8.67 / 8.67
Relative energy (zero: lowest compared OMol25 entry of this formula, charge and spin), kcal per mole: 41.5
Total energy, Ha: -641.8731

Last column: natural (NBO) charge in e.
Cartesian coordinates (Å):
C: 1.56 0.71 -1.50  -0.43
C: 0.25 1.22 -1.86  0.15
C: -1.23 0.39 -0.10  0.05
C: 1.63 -0.31 -0.58  0.11
C: -1.92 -0.65 0.41  -0.45
C: -2.30 -0.50 1.87  0.97
N: -0.90 0.94 -1.29  -0.46
N: 2.84 -0.84 -0.20  -0.77
F: -1.09 -0.44 2.56  -0.36
F: -2.86 0.67 2.17  -0.32
F: -3.07 -1.51 2.38  -0.33
H: 2.45 1.07 -2.01  0.22
H: 0.26 1.87 -2.78  0.19
H: -0.81 1.08 0.77  0.20
H: 0.81 -0.65 0.05  0.23
H: -2.20 -1.53 -0.13  0.23
H: 2.95 -1.36 0.62  0.39
H: 3.61 -0.17 -0.37  0.38

=====

Record 11
Density functional theory data (ωB97M-V with the def2-TZVPD basis set) for a molecular structure, C6H7F6N2O8PtS2.

Properties
Net charge: -1
Largest force on an atom, eV Å⁻¹: 0.6
Multiplicity: 1
Lowest unoccupied orbital energy, eV: 2.4
Gap between HOMO and LUMO, eV: 8.61
Relative energy (zero: lowest compared OMol25 entry of this formula, charge and spin), kcal per mole: 4.1
Total energy, Ha: -2459.2956

Last column: natural (NBO) charge in e.
Cartesian coordinates (Å):
Pt: -0.19 0.30 1.20  0.91
F: -0.75 3.22 -3.43  -0.31
C: -1.38 2.84 -2.33  0.73
F: -2.59 2.39 -2.66  -0.31
F: -1.53 3.90 -1.53  -0.31
S: -0.38 1.57 -1.46  2.25
O: 0.91 2.14 -1.27  -0.90
O: -1.21 1.42 -0.23  -0.92
N: -0.53 0.38 -2.44  -1.23
S: 0.54 -0.77 -2.67  2.28
O: -0.11 -1.93 -3.18  -0.91
O: 1.53 -0.87 -1.64  -0.93
C: 1.46 -0.10 -4.12  0.70
F: 2.03 1.07 -3.85  -0.32
F: 0.65 0.06 -5.17  -0.32
F: 2.42 -0.96 -4.47  -0.32
N: 0.81 -0.79 2.58  -0.75
C: 0.48 -2.23 2.57  -0.22
C: -1.02 -2.42 2.46  -0.54
C: -1.50 -2.30 1.01  0.78
O: -2.22 -3.17 0.55  -0.64
O: -1.09 -1.27 0.34  -0.73
H: 1.79 -0.64 2.39  0.40
H: 0.58 -0.34 3.47  0.44
H: 0.88 -2.70 3.47  0.19
H: 0.99 -2.66 1.70  0.22
H: -1.52 -1.65 3.06  0.23
H: -1.32 -3.39 2.84  0.23
O: 0.67 1.95 1.98  -0.71
C: 0.56 2.22 3.23  0.65
O: 0.23 1.45 4.13  -0.72
H: 0.83 3.26 3.46  0.08

=====

Record 12
Density functional theory data (ωB97M-V with the def2-TZVPD basis set) for a molecular structure, C6H7FS at a distorted geometry.

Properties
Net charge: 0
Largest force on an atom, eV Å⁻¹: 3.0
Multiplicity: 1
Lowest unoccupied orbital energy, eV: 0.9
Gap between HOMO and LUMO, eV: 9.81
Relative energy (zero: lowest compared OMol25 entry of this formula, charge and spin), kcal per mole: 51.4
Total energy, Ha: -730.7827

Last column: natural (NBO) charge in e.
Cartesian coordinates (Å):
C: -1.62 0.30 0.98  -0.63
C: -0.51 0.89 0.25  -0.29
C: 1.14 0.68 -1.39  -0.51
C: 0.81 0.13 0.03  0.26
C: 0.66 -1.33 0.07  -0.07
C: 0.51 -2.54 0.09  -0.18
H: -1.87 -0.65 0.44  0.22
H: -2.53 0.96 0.96  0.23
H: -1.29 0.14 1.97  0.23
H: -0.25 1.84 0.79  0.22
H: 1.83 1.52 -1.36  0.23
H: 1.41 -0.04 -2.12  0.23
H: 0.51 -3.59 -0.05  0.24
F: 1.80 0.50 0.92  -0.34
S: -0.59 1.20 -1.59  0.16